Computed, not measured: one molecule with the formula C2H2N4O2 in a non-equilibrium geometry, with the ωB97M-V functional and the def2-TZVPD basis.

Highest occupied orbital energy = -10.871 eV
Spin multiplicity = 1
HOMO-LUMO gap = 10.52 eV
Energy = -12158.2173 eV
SMILES = O=C(O)n1ncnn1
Energy above the lowest of the compared OMol25 structures with the same formula, charge and spin = 104.5 kcal/mol

Each line ends with the natural charge from an NBO analysis.
Geometry (Å):
C 1.207 0.160 -0.015  0.87
C -2.054 0.444 0.151  0.14
H 2.785 -0.805 0.597  0.52
H -3.038 1.144 0.120  0.25
N -0.100 0.006 -0.245  -0.09
N -1.008 1.101 0.016  -0.24
N -1.847 -0.869 0.008  -0.31
N -0.526 -1.088 -0.040  0.08
O 1.919 -0.987 0.044  -0.67
O 1.793 1.235 -0.007  -0.54

Cartesian forces, eV/Å:
7.098 3.325 -0.541
-4.332 0.941 -1.253
-2.437 -0.126 -1.910
2.085 -2.670 0.538
1.720 8.019 1.078
5.221 1.147 -1.320
-1.146 -3.976 1.638
-7.759 -5.278 -0.638
1.206 0.024 1.965
-1.655 -1.406 0.443